(1)
A 8-piece molecular cluster, C24H31BF7NO25P overall, computed with the ωB97M-V functional and the def2-TZVPD basis.

E_LUMO, eV: -3.52
DFT total energy, eV: -107047.944
Kohn-Sham gap, eV: 9.04
HOMO level, eV: -12.56

Structure (ORCA input):
```
! wB97M-V def2-TZVPD RIJCOSX def2/J DEFGRID3
* xyz 1 1
O 3.199 -2.330 -2.196
C 2.343 -3.246 -2.654
C 0.728 -3.067 -2.864
N 0.135 -1.814 -2.257
C -1.322 -1.956 -1.842
B -2.314 -2.548 -3.013
O -3.216 -1.748 -3.881
O -2.343 -4.034 -3.190
P 0.344 -0.338 -3.273
O 1.866 0.086 -3.469
H 2.800 -4.315 -2.924
H 0.539 -3.027 -4.040
H 0.225 -4.055 -2.420
H 0.667 -1.605 -1.360
H -1.345 -2.749 -0.955
H -1.785 -0.907 -1.515
H -2.640 -1.192 -4.486
H -1.669 -4.325 -3.877
H -0.303 0.777 -2.610
H -0.202 -0.490 -4.618
C 2.417 1.439 1.557
C 1.595 1.653 0.332
O 1.710 0.431 -0.360
C 1.898 -0.509 0.608
O 1.768 -1.709 0.432
O 2.244 0.058 1.805
F 2.123 2.630 -0.439
H 3.480 1.648 1.395
H 2.066 2.036 2.403
H 0.539 1.865 0.531
C -2.301 5.331 -0.335
C -2.504 4.126 0.518
O -1.265 3.972 1.172
C -0.755 5.233 1.266
O 0.164 5.546 2.004
O -1.404 6.105 0.436
F -2.724 3.029 -0.241
H -1.838 5.095 -1.299
H -3.232 5.874 -0.517
H -3.302 4.231 1.261
C 0.083 -8.229 -4.536
C 1.308 -8.021 -3.712
O 1.757 -6.744 -4.106
C 0.631 -6.071 -4.476
O 0.573 -4.861 -4.615
O -0.427 -6.917 -4.664
F 2.262 -8.925 -4.029
H 0.305 -8.631 -5.530
H -0.641 -8.885 -4.045
H 1.129 -8.031 -2.631
C 0.860 -3.366 3.326
C 1.177 -4.000 4.637
O 0.845 -3.002 5.575
C -0.152 -2.282 4.988
O -0.884 -1.512 5.587
O -0.236 -2.533 3.646
F 2.500 -4.258 4.741
H 1.682 -2.753 2.942
H 0.585 -4.101 2.565
H 0.602 -4.909 4.847
C -1.659 2.523 6.760
C -2.573 2.271 5.610
O -1.969 2.975 4.549
C -0.636 2.968 4.832
O 0.237 3.234 4.023
O -0.396 2.619 6.133
F -3.793 2.807 5.837
H -1.880 3.463 7.278
H -1.674 1.709 7.490
H -2.675 1.214 5.341
C -6.073 8.072 -2.901
C -6.165 7.831 -1.433
O -5.789 6.479 -1.297
C -4.936 6.242 -2.333
O -4.192 5.278 -2.400
O -5.011 7.221 -3.286
F -7.439 7.964 -1.002
H -6.983 7.780 -3.436
H -5.845 9.114 -3.138
H -5.500 8.460 -0.832
C 5.945 -0.490 0.069
C 6.646 -1.646 0.695
O 7.458 -1.046 1.679
C 6.790 0.083 2.048
O 7.032 0.721 3.060
O 5.811 0.410 1.151
F 7.449 -2.265 -0.199
H 6.532 -0.018 -0.726
H 4.966 -0.766 -0.334
H 5.978 -2.376 1.165
*
```

---

(2)
C7H17FO5S2Si as an isolated structure, computed with the ωB97M-V functional and the def2-TZVPD basis.

E_LUMO, eV: 0.23
DFT total energy, eV: -50035.651
Kohn-Sham gap, eV: 10.70
HOMO level, eV: -10.47

Structure (ORCA input):
```
! wB97M-V def2-TZVPD RIJCOSX def2/J DEFGRID3
* xyz 0 1
C -1.551 -1.251 0.290
Si -2.283 -0.513 -1.242
C -1.290 -0.989 -2.729
C -2.368 1.342 -1.103
O -3.873 -1.162 -1.326
S -4.974 -0.515 -2.255
O -4.593 -0.698 -3.632
O -6.196 -1.612 -1.855
F -5.717 -2.938 -1.707
H -1.791 -2.315 0.342
H -1.948 -0.772 1.187
H -0.466 -1.132 0.244
H -0.249 -0.727 -2.510
H -1.596 -0.487 -3.647
H -1.327 -2.069 -2.889
H -1.325 1.677 -1.061
H -2.858 1.671 -0.185
H -2.831 1.843 -1.956
C 4.269 1.128 2.258
C 2.860 1.503 2.741
C 1.897 1.251 1.576
S 2.636 -0.071 0.599
O 2.975 0.448 -0.701
O 1.840 -1.268 0.707
C 4.129 -0.227 1.573
H 4.980 1.083 3.081
H 4.630 1.869 1.542
H 2.586 0.875 3.590
H 2.809 2.540 3.069
H 0.910 0.922 1.891
H 1.809 2.113 0.917
H 4.946 -0.485 0.904
H 3.963 -1.030 2.291
*
```